DFT (the ωB97M-V functional and the def2-TZVPD basis) results for C72H162AsF6N9 as an isolated structure.

Results
HOMO: -0.852 Eh
2S+1: 1
HOMO-LUMO gap: 9.49 eV
charge: +8

XYZ file:
```
250
Properties=species:S:1:pos:R:3:forces:R:3:mulliken_charge:R:1
H -0.652 -1.534 3.388 0.181 -0.295 0.244 -0.30
C -0.898 -3.899 -5.067 0.549 1.263 -1.017 -0.43
C -3.615 -0.896 -3.375 -1.013 -1.299 -0.756 -1.66
H -1.412 -2.269 -6.454 0.619 -0.187 -0.644 0.59
H -3.987 4.267 -3.750 0.280 -0.093 -0.472 0.26
F 1.299 1.469 1.285 -0.423 -0.317 -1.224 -0.51
H -1.545 -8.989 -0.102 0.492 -0.053 -0.434 0.45
H 3.460 -3.500 -6.489 -0.056 -0.148 0.550 0.34
C -7.873 5.457 2.686 -0.043 -1.045 -0.117 -1.32
As 0.390 0.715 -0.060 -0.004 -0.653 0.727 2.01
C -0.848 -1.077 4.358 -0.016 2.516 -0.680 0.81
H 8.381 1.157 -4.213 -0.221 0.336 -0.558 0.41
H -2.683 -3.101 0.587 -0.048 -0.152 -0.012 -0.37
H -1.982 3.096 -4.012 0.034 -0.349 -0.054 0.31
H 2.818 2.182 -3.255 -0.240 -0.105 0.610 0.28
C 5.165 2.470 -4.566 0.918 -0.721 0.592 -0.75
H 2.529 6.805 3.431 0.360 -0.228 0.200 0.41
H 8.416 2.357 -7.859 -0.883 -0.189 -0.096 0.44
H -3.283 0.639 -5.771 -0.320 -0.327 0.040 0.62
C 4.189 6.175 2.043 -0.337 0.171 1.406 -0.94
C -0.314 -1.744 5.597 0.048 0.826 -0.396 -0.69
C -6.456 5.418 2.132 0.352 0.792 -0.185 -0.14
C 0.655 4.850 2.132 1.349 -0.569 0.623 -0.82
H -8.249 4.434 2.694 -0.458 -0.111 -0.372 0.36
H 0.494 5.650 4.121 -0.051 0.159 -0.016 0.27
H -4.078 1.057 -2.823 -0.448 0.211 -0.073 -0.31
H 4.235 -0.633 -2.863 -0.381 0.320 -0.273 0.21
C -3.065 -2.528 1.432 0.199 0.928 -1.617 1.69
H -2.349 -1.711 1.515 0.090 -0.029 0.434 -0.79
H -1.670 4.516 4.664 0.076 0.027 0.025 0.52
H 2.877 3.907 -3.407 0.542 0.122 -0.626 0.51
H 4.155 2.064 4.138 0.377 0.096 -0.208 0.56
H 1.078 3.918 2.508 0.798 -0.182 -0.717 0.24
H -6.065 3.634 -7.532 0.577 0.632 0.096 0.48
C -0.878 -0.877 7.913 0.191 1.566 -0.957 -1.06
H 1.488 1.468 7.909 -0.079 0.050 -0.621 0.36
H -5.381 3.127 -1.378 0.002 -0.115 0.066 0.49
C 8.642 3.360 -6.046 -0.490 3.123 1.715 -0.68
C 0.339 -3.814 0.131 0.369 0.837 -1.127 -0.56
H -1.926 -0.956 4.465 -0.169 -0.090 -0.214 0.32
H 4.537 4.278 0.884 -0.125 0.091 0.461 0.39
H -1.554 0.661 6.030 -0.078 0.970 0.322 0.40
C 2.700 -4.234 -6.222 -0.978 -0.574 0.054 -1.07
H 0.452 -10.808 0.322 -0.395 0.143 -0.603 0.36
C -5.606 3.278 -6.610 -0.328 -1.251 1.782 -0.74
H 2.360 -2.385 2.173 0.202 0.506 0.073 -0.28
H -3.445 -1.447 -4.301 0.333 -0.095 -0.093 0.39
H -5.221 -4.261 3.366 0.013 -0.090 -0.573 0.48
C 4.530 -0.035 4.604 0.016 -1.327 -0.167 -0.52
H -3.906 3.683 2.167 -0.478 0.505 0.165 0.39
H -2.004 4.340 0.021 0.272 -0.242 -0.224 0.04
H 6.817 4.538 -5.613 -0.615 -0.547 -0.048 0.41
H 0.705 7.496 2.347 -0.062 0.160 -0.304 0.44
H -4.498 -0.918 1.505 -0.012 0.089 -0.302 0.18
H 2.050 7.856 1.247 -0.141 0.079 -0.057 0.47
H -9.052 -0.662 3.285 0.381 0.095 -0.394 0.34
H -6.287 6.381 1.649 0.260 0.189 0.141 0.29
H 6.675 0.704 -6.317 -0.031 0.119 0.329 0.38
C -0.289 0.416 4.401 -0.033 -0.562 0.851 0.27
H -2.597 -3.282 3.476 -0.399 0.457 0.106 0.33
H 2.617 -1.181 -2.265 0.064 0.336 -0.156 -0.09
H 2.332 -4.651 -7.160 -0.410 0.364 -0.016 0.50
H -1.920 -0.938 7.597 0.100 -0.290 0.174 0.47
H -7.085 -2.934 3.961 -0.204 -0.147 0.256 0.23
C 5.397 -2.753 0.908 1.278 -0.635 0.217 -0.98
H 8.944 4.159 -6.724 -0.252 0.321 0.329 0.37
H 6.726 0.516 -3.930 0.006 0.067 -0.610 0.31
C -6.670 -1.820 2.201 -0.560 -0.729 0.982 -0.73
H 3.485 -3.205 0.011 0.217 0.241 -0.433 0.16
H -7.084 4.570 0.313 0.185 -0.174 -0.313 0.22
C 3.521 -1.455 -2.809 0.217 -1.070 -0.294 -0.85
H -0.787 6.088 2.962 -0.289 0.234 0.647 0.45
F -0.607 -0.148 -1.284 0.841 1.094 0.976 -0.53
H 9.048 1.492 -6.558 -0.574 -1.006 -0.131 0.28
H -0.268 -7.749 -2.120 0.187 0.503 0.141 0.29
H 1.605 -6.099 0.394 0.040 -0.267 0.157 0.43
H 4.057 -2.163 -2.177 -0.110 -0.393 -0.058 0.36
H 3.417 -3.076 4.647 0.057 -0.517 0.110 0.19
C -0.604 -2.511 -5.763 -0.167 0.454 1.332 -0.13
H 1.234 0.348 9.131 -0.643 -0.825 -0.364 0.42
N 0.202 -7.683 0.016 -1.081 -0.084 -0.966 0.30
N -0.045 -0.544 6.622 -0.176 -2.485 0.661 0.62
H -0.318 3.432 4.340 -0.124 -0.255 0.043 0.24
H -1.081 -3.804 -3.997 0.176 0.180 0.011 0.00
H -1.608 3.647 3.140 0.104 -0.018 -0.099 -0.06
H -0.008 1.650 6.240 -0.118 -0.343 0.249 0.43
H -1.875 -7.330 -0.615 0.331 0.090 0.141 0.32
N -3.670 2.598 -5.257 0.559 -0.021 0.199 0.41
C -4.570 3.571 -4.354 -0.830 -1.669 -1.468 0.03
H 2.975 -1.192 -4.831 -0.883 -0.232 -0.172 0.30
N -4.986 4.308 0.359 1.534 -0.009 -1.274 0.64
H 0.085 4.594 1.238 -0.050 0.351 0.005 0.58
C -0.997 4.154 3.887 -0.111 -0.291 0.367 -1.04
H 0.767 0.572 4.182 0.066 -0.472 -0.559 -0.07
C 1.205 7.192 1.427 0.896 -0.457 0.533 -1.08
C -8.586 -1.403 3.935 0.251 -0.215 -0.890 -1.35
H -0.761 -0.022 8.579 -0.159 -0.090 -0.085 0.42
C 8.242 2.187 -6.796 1.418 -2.194 -0.806 -0.60
H 1.200 -2.694 -3.588 0.115 -0.089 0.396 0.17
C 4.436 -3.088 4.261 -0.766 1.257 -1.568 -0.82
C 0.582 -7.966 -1.473 -0.331 -0.738 1.009 -0.46
C 0.835 -9.483 -1.503 0.461 -1.005 -0.507 -0.80
H 0.247 -3.542 1.183 -0.495 -0.515 0.146 0.35
H 1.704 -9.700 -2.124 0.168 0.215 0.108 0.41
H 4.123 -2.400 -4.686 -0.105 -0.675 0.282 0.46
H 0.851 -2.794 -7.340 0.484 -0.490 0.190 0.38
H -3.007 -4.428 2.286 -0.111 -0.244 0.145 0.19
C 2.850 5.980 2.795 0.453 -0.338 -0.485 -0.64
H -1.660 -7.826 1.112 0.157 0.503 0.038 0.37
H 1.461 -7.361 -1.695 -0.020 -0.131 -0.085 0.43
H -5.902 5.678 -1.099 -0.013 -0.276 0.160 0.36
C 3.777 -0.747 3.435 0.817 1.129 0.465 -0.41
C 7.404 3.725 -5.186 1.340 1.060 1.083 -0.65
H -7.186 -1.452 1.315 0.302 -0.266 -0.299 0.52
C -4.156 2.794 -6.681 0.080 2.147 -1.191 -0.57
H -3.507 5.354 1.510 0.182 -0.333 0.352 0.39
H -5.026 2.825 -3.704 -0.178 0.360 0.255 -0.12
C -4.416 -1.899 1.037 -0.577 -0.780 1.636 -1.16
C 1.751 0.444 8.176 -0.792 0.358 -0.558 -0.45
C -4.847 2.988 -0.438 0.575 1.381 0.163 -1.03
C 4.144 5.294 0.825 -1.782 0.570 -1.176 -0.46
H 3.314 -0.686 8.796 0.746 -0.027 0.253 0.37
H 4.703 -3.996 3.719 0.173 -0.331 1.119 0.44
H 6.079 2.237 -6.960 0.054 -0.024 -0.204 0.47
H 5.499 3.694 -2.861 -0.473 0.765 -0.089 0.51
H 2.084 -10.394 0.010 0.008 0.044 0.042 0.33
H 3.306 -3.805 2.172 0.495 -0.088 0.136 0.41
H 3.125 3.355 -1.859 0.074 -0.846 0.206 -0.10
C -7.711 -2.463 3.204 0.982 0.377 -0.120 -0.39
H 2.441 -4.018 -3.522 -0.138 -0.003 -0.068 0.31
C -0.164 5.276 3.337 -0.237 1.432 -1.218 -0.50
H -0.027 -5.320 -1.414 -0.201 -0.022 0.114 0.17
H 4.304 7.218 1.746 0.182 -0.033 0.146 0.37
H 2.896 5.022 3.312 -0.108 0.159 0.341 0.37
H -4.965 0.886 -5.127 0.126 0.013 -0.231 0.22
C -3.680 4.299 1.297 -1.344 -0.666 -1.072 -1.21
C 1.415 -0.600 7.034 -0.494 1.621 0.727 -0.29
H -1.911 2.999 1.138 -0.356 -0.174 -0.169 -0.37
H 9.439 3.303 -5.304 0.361 -0.725 -0.489 0.35
C 0.389 -4.682 -5.355 -0.411 0.720 1.351 -0.62
H 4.876 1.419 -4.550 -0.183 -0.062 -1.129 0.17
N 1.532 -3.624 -5.404 0.366 -0.829 -2.983 0.28
C 3.197 -2.066 -4.218 0.132 0.499 1.214 -0.59
C -2.591 3.548 0.487 -0.696 1.988 0.260 0.78
H 5.874 -1.086 2.234 0.665 -0.042 -0.413 0.32
C 4.867 2.847 -3.127 0.143 1.579 0.734 -0.49
C -6.068 -3.830 0.820 0.055 1.523 1.222 -0.87
H 1.382 -3.583 -0.086 0.198 -0.486 -0.237 -0.32
C -1.308 -7.942 0.087 0.282 -0.353 0.732 -1.00
H -1.239 -5.054 -0.061 -0.273 -0.902 -0.537 0.00
H 3.158 1.463 5.362 0.169 0.000 0.704 0.17
H -7.937 -0.889 4.645 -0.457 0.018 0.276 0.37
H -6.199 -0.960 2.678 0.044 -0.059 0.169 0.37
H 6.518 -2.633 2.787 -0.449 -0.065 0.385 0.39
H 3.318 0.898 9.555 -0.002 0.004 -0.109 0.42
H 0.236 -6.206 1.564 0.090 0.013 -0.061 0.39
C -2.177 3.018 -5.082 -1.799 0.231 0.256 -1.04
H -5.349 5.183 -5.621 -0.508 0.189 0.418 0.38
H -5.773 5.365 2.980 0.397 -0.446 -0.281 0.28
H 7.796 4.062 -4.227 -0.457 0.177 0.134 0.37
H -9.476 -1.858 4.369 0.470 -0.233 0.525 0.38
H 0.549 -5.313 -4.482 0.550 -0.511 -0.554 0.33
C 7.342 1.413 -4.006 -0.453 1.445 0.983 -0.90
C -3.272 -3.429 2.633 0.420 -1.372 -0.869 -0.53
H -7.913 5.667 3.755 0.050 0.829 -0.290 0.36
N -5.474 -2.749 1.784 -0.932 -0.641 -1.133 0.40
H -4.657 -1.133 -3.160 -0.153 0.002 0.069 0.49
H 0.322 -5.187 -6.319 0.430 -0.089 0.234 0.45
H -2.186 4.040 -5.460 0.493 -0.205 -0.296 0.54
H 7.294 1.845 -3.007 0.317 0.161 -0.059 0.36
H 4.681 5.796 0.019 -0.033 -0.160 -0.086 0.31
N 1.814 5.810 1.726 -1.326 -0.225 -0.648 0.69
F -0.972 0.432 1.129 0.919 0.602 -1.211 -0.38
H -3.170 1.685 -0.357 0.234 -0.096 -0.517 -0.11
C 3.169 0.378 8.608 1.082 -0.766 0.178 -1.37
H 6.072 -2.381 0.138 0.084 0.002 0.188 0.42
H 2.712 -0.849 3.642 0.046 -0.501 0.061 -0.05
H -8.478 6.095 2.042 -0.348 -0.094 0.554 0.37
H -6.532 -3.183 0.076 0.129 -0.715 -0.485 0.45
H -4.859 -2.612 3.728 -0.103 -0.015 0.272 0.55
H 2.221 5.926 -0.301 0.541 -0.320 -0.311 0.21
H 0.580 -2.294 5.305 0.382 0.291 0.787 0.00
H 4.374 -0.612 5.516 0.221 -0.301 0.034 0.31
C 0.953 -8.772 0.802 -0.621 0.909 0.471 -0.46
H 5.100 -2.705 5.036 0.296 -0.294 -0.428 0.38
H -6.602 4.110 -4.751 -0.122 0.537 -0.523 0.40
H 5.578 -3.822 1.023 -0.045 -0.169 -0.378 0.41
H 0.334 -8.953 1.681 0.354 0.069 0.219 0.42
C 0.532 -6.246 0.516 -1.066 -1.182 -1.728 -1.23
C -3.452 0.581 -3.577 -0.316 1.202 0.627 1.23
H 3.827 -1.467 0.244 -0.347 0.035 0.233 -0.03
H 3.924 0.736 7.908 -0.122 -0.038 -0.144 0.17
H -6.180 2.367 -6.442 -0.400 -0.039 0.309 0.30
C -4.742 -3.372 2.955 -0.610 1.642 1.177 -1.02
C 5.680 -2.158 2.275 0.194 2.176 0.047 -0.68
H 4.599 3.086 -5.266 0.259 -0.139 -0.121 0.50
C -0.195 -5.184 -0.345 0.921 0.846 2.290 0.51
H 5.577 -0.146 4.325 0.256 0.336 0.341 0.60
N 6.666 2.442 -4.964 -0.195 -2.605 -0.323 0.28
C 6.849 1.780 -6.338 -0.479 0.373 -0.831 -0.67
H -2.879 3.009 -1.539 -0.439 -0.318 -0.153 -0.63
H -0.862 1.156 3.841 0.009 -0.388 -0.344 -0.02
H 1.936 -0.367 6.106 0.467 0.028 0.143 -0.35
H 5.247 2.157 -2.374 -0.286 -0.750 -0.384 0.32
F 1.736 0.822 -1.253 -1.566 0.175 1.487 -0.37
C 4.186 1.403 5.004 -0.280 -0.233 -1.553 -1.48
F -0.224 2.348 -0.462 0.492 -1.714 -0.027 -0.49
H -3.034 -1.385 -2.594 0.309 0.522 0.037 0.21
C -0.479 0.741 5.867 -0.719 -1.837 0.529 -1.28
H 2.262 4.239 0.341 -0.202 0.143 -0.159 -0.20
H -2.483 0.874 -3.173 0.535 0.214 -1.013 0.05
H 3.016 -5.130 -5.687 0.610 0.423 0.269 0.43
N 4.361 -2.128 3.036 -1.314 -0.867 0.906 0.78
H -3.987 1.984 -7.391 -0.111 -0.605 0.738 0.38
H 1.614 -1.632 7.322 0.088 0.125 0.153 0.67
C -6.307 4.344 1.043 -0.865 0.733 1.504 -0.82
C -3.327 2.740 -0.583 -0.145 -0.568 0.566 0.96
H -0.189 -3.052 -0.442 -0.123 0.239 0.191 0.16
H -1.053 -2.459 5.959 0.277 0.233 0.627 0.32
H 1.448 -1.599 -6.192 -0.317 -0.091 0.153 0.37
H 0.543 7.205 0.561 0.035 -0.368 0.147 0.27
C 3.967 -2.468 0.654 -0.891 -0.268 -0.143 0.37
C 2.064 -3.153 -4.068 0.246 1.477 -1.236 -0.37
C 1.070 -10.003 -0.076 0.880 0.495 0.423 -0.72
H -1.823 -4.285 -5.496 0.399 -0.560 -0.087 0.58
C -3.902 1.087 -4.994 1.466 0.596 1.497 -1.26
H -6.856 -4.341 1.374 0.196 -0.118 -0.087 0.32
H -5.343 2.217 0.150 0.108 0.091 -0.031 0.31
H -5.296 -4.521 0.482 -0.090 0.267 -0.110 0.32
H -4.701 -1.863 -0.015 0.277 -0.012 0.108 0.56
C 2.587 5.269 0.488 0.165 -0.146 0.683 0.01
H -8.302 -3.272 2.774 -0.048 0.269 -0.349 0.44
C -5.668 4.189 -5.309 1.713 -1.207 -0.704 -0.65
H 3.837 -0.068 2.584 0.067 -0.355 -0.421 0.42
C -4.928 5.552 -0.624 -0.173 -0.503 0.972 -0.98
H -4.739 6.441 -0.023 -0.003 -0.157 0.012 0.45
F 1.044 -0.839 0.516 -0.260 0.698 -0.570 -0.35
H -6.587 3.388 1.485 0.561 -0.305 -0.150 0.51
H -4.179 5.496 -1.414 0.229 -0.551 0.367 0.28
H -1.471 2.343 -5.566 -0.338 0.114 -0.182 0.27
H 4.962 1.766 5.677 -0.467 0.038 0.239 0.34
C 0.870 -2.518 -6.286 -1.196 -0.456 0.990 -0.91
C 3.382 -2.729 2.013 -0.748 0.214 0.611 -0.46
H 1.889 -8.285 1.073 0.104 -0.350 0.080 0.39
H -3.555 3.581 -7.138 0.195 0.308 0.344 0.47
H -0.499 -1.756 8.434 -0.006 -0.089 -0.488 0.34
H 0.086 -10.115 -1.980 -0.532 0.646 -0.041 0.37
H 4.972 5.892 2.746 0.213 0.346 -0.168 0.45
C 3.338 3.067 -2.888 0.799 0.446 -0.477 -0.85
H -0.734 -1.742 -5.001 0.272 0.182 0.142 -0.05
```
Positions in Å, forces in eV/Å.